Run i
The following is a quantum chemistry calculation of C14H16N2O3 in the gas phase, from the Open Molecules 2025 dataset.

Computed properties:
Gap between HOMO and LUMO   0.3477 Ha
SMILES   CC(=O)c1ccccc1OC[C@H](O)Cn1ccnc1
Total charge   0

Each line ends with the Mulliken charge.
Atoms and positions in Å:
C 2.1012 -1.9886 2.8637  -1.080
C 3.0143 -1.3425 1.8558  0.613
O 4.1694 -1.0883 2.1154  -0.582
C 2.4668 -1.0711 0.4986  0.480
C 3.3777 -1.1252 -0.5547  -0.616
C 2.9847 -0.9251 -1.8623  -0.647
C 1.6550 -0.6515 -2.1297  -0.777
C 0.7348 -0.5604 -1.1003  -0.426
C 1.1212 -0.7666 0.2209  0.691
O 0.2747 -0.6692 1.2884  -0.310
C -1.0353 -0.1786 1.1084  -1.029
C -1.0437 1.3500 0.9262  0.778
O -0.7652 2.0036 2.1389  -0.600
C -2.4170 1.8503 0.4467  -1.215
N -2.7139 1.3785 -0.8733  0.289
C -2.1289 1.8051 -2.0352  -0.303
C -2.6304 1.0107 -3.0248  -0.538
N -3.5003 0.1090 -2.4995  -0.643
C -3.5276 0.3499 -1.2199  -0.020
H 1.4507 -2.7180 2.3901  0.318
H 1.4766 -1.2251 3.3222  0.198
H 2.7021 -2.4592 3.6384  0.388
H 4.4078 -1.3385 -0.3114  0.461
H 3.7044 -0.9814 -2.6637  0.397
H 1.3206 -0.4970 -3.1444  0.435
H -0.2892 -0.3325 -1.3505  0.328
H -1.5424 -0.6781 0.2761  0.407
H -1.5575 -0.4265 2.0376  0.345
H -0.2839 1.6171 0.1720  0.288
H 0.0469 1.6353 2.5071  0.364
H -3.1879 1.5037 1.1385  0.363
H -2.4003 2.9436 0.4640  0.378
H -1.4344 2.6193 -2.0557  0.432
H -2.4246 1.0298 -4.0758  0.428
H -4.1267 -0.1824 -0.5076  0.405

Run ii
The following is a quantum chemistry calculation of C14H16N2O3 in the gas phase, from the Open Molecules 2025 dataset.

Computed properties:
Gap between HOMO and LUMO   0.3400 Ha
SMILES   C=CCNC(=O)[C@H]1CC(c2cccc(OC)c2)=NO1
Total charge   0

Each line ends with the Mulliken charge.
Atoms and positions in Å:
C -5.5102 -2.6899 0.6379  -0.754
C -4.6293 -1.7166 0.7687  0.001
C -4.8450 -0.3166 0.2811  -0.669
N -3.7290 0.1456 -0.5172  -0.190
C -2.9349 1.1593 -0.1446  0.349
O -3.0922 1.8385 0.8485  -0.673
C -1.7888 1.4290 -1.1361  0.140
C -0.5296 1.9316 -0.4260  -0.885
C 0.4050 0.7736 -0.6945  0.555
C 1.7624 0.6809 -0.1926  0.664
C 2.2894 1.6776 0.6323  -0.745
C 3.5874 1.5694 1.0874  -0.917
C 4.3815 0.4880 0.7404  -0.454
C 3.8648 -0.5116 -0.0801  0.664
O 4.5486 -1.6152 -0.4856  -0.405
C 5.8795 -1.7796 -0.0600  -0.848
C 2.5553 -0.4071 -0.5411  -0.490
N -0.1189 -0.1213 -1.4371  -0.498
O -1.3946 0.2088 -1.7937  -0.372
H -5.3240 -3.6818 1.0116  0.259
H -6.4637 -2.5302 0.1612  0.252
H -3.6755 -1.8898 1.2485  0.296
H -5.7675 -0.2530 -0.3056  0.338
H -4.9138 0.3721 1.1305  0.297
H -3.4476 -0.4096 -1.3127  0.283
H -2.1612 2.1153 -1.9047  0.335
H -0.1398 2.8593 -0.8465  0.456
H -0.7254 2.0791 0.6381  0.392
H 1.6892 2.5274 0.9158  0.382
H 3.9972 2.3387 1.7251  0.370
H 5.3922 0.4371 1.1132  0.397
H 6.5193 -0.9644 -0.4135  0.344
H 5.9485 -1.8499 1.0305  0.345
H 6.2156 -2.7163 -0.5016  0.243
H 2.1551 -1.1787 -1.1774  0.537

Least stable = run ii

Run i
The following is a quantum chemistry calculation of 2 unconnected molecules or ions with the total composition H5ISi2, from the Open Molecules 2025 dataset.

Computed properties:
Gap between HOMO and LUMO   0.3483 Ha
Total charge   0

Each line ends with the Mulliken charge.
Atoms and positions in Å:
Si -0.8658 -0.9346 -0.1234  0.357
Si 0.6089 0.7586 -0.0031  0.045
I 2.9650 -0.1915 -0.2941  -0.115
H -1.9314 -0.4168 -0.9855  -0.066
H -0.3422 -2.2487 -0.1406  -0.091
H -1.3401 -0.5258 1.2119  -0.079
H 0.5676 1.2404 1.4768  -0.031
H 0.3379 2.3184 -1.1419  -0.020

Run ii
The following is a quantum chemistry calculation of 2 unconnected molecules or ions with the total composition H5ISi2, from the Open Molecules 2025 dataset.

Computed properties:
Gap between HOMO and LUMO   0.2772 Ha
Total charge   0

Each line ends with the Mulliken charge.
Atoms and positions in Å:
Si -0.0113 1.1807 -0.7087  0.446
Si -0.8822 -2.9209 1.6912  0.132
I -1.8810 -2.5234 3.9459  -0.085
H 0.5998 1.3914 -2.0188  -0.098
H -1.3838 1.6758 -0.7177  -0.094
H 0.7633 1.8819 0.3111  -0.098
H 0.2668 -3.7125 2.1909  -0.048
H -0.0095 -0.2492 -0.4032  -0.154

Least stable = run ii

Run i
The following is a quantum chemistry calculation of 2 unconnected molecules or ions with the total composition C3H7NO3, from the Open Molecules 2025 dataset.

Computed properties:
Gap between HOMO and LUMO (spin up / spin down)   0.1084 / 0.2479 Ha
Total charge   -1
2S+1   2

Each line ends with the Mulliken charge.
Atoms and positions in Å:
C 1.4465 -1.5286 -0.1146  -0.019
N 1.9034 -0.2594 -0.0397  -0.141
C 0.9579 0.8403 0.1117  -0.410
C 1.5145 1.9622 -0.8208  -0.389
O 2.5051 1.7734 -1.5924  -0.753
O 0.3108 -1.9284 0.0286  -0.592
H 2.2888 -2.2276 -0.3223  0.306
H 2.7520 0.0468 -0.5047  0.351
H 0.6267 1.1600 1.1020  0.186
H -0.0622 0.4404 -0.1588  0.120
H 0.8790 2.8584 -0.8370  0.342
H -5.5500 -1.6933 1.0104  0.318
H -4.3454 -0.6450 0.8853  0.346
O -5.2272 -0.7991 1.2522  -0.666

Run ii
The following is a quantum chemistry calculation of 2 unconnected molecules or ions with the total composition C3H7NO3, from the Open Molecules 2025 dataset.

Computed properties:
Gap between HOMO and LUMO (spin up / spin down)   0.1326 / 0.3024 Ha
Total charge   -1
2S+1   2

Each line ends with the Mulliken charge.
Atoms and positions in Å:
O 1.4371 -0.3757 -1.2289  -0.538
C 0.2761 -0.3979 -0.9793  -0.209
N -0.3402 -0.9390 0.2430  0.078
C -0.8690 -0.1978 1.2823  -0.097
O -1.3405 -0.7825 2.2245  -0.602
C -0.6544 -0.0971 -2.1303  -1.110
H -0.2392 -1.9714 0.4528  0.284
H -1.0740 0.8405 1.1839  0.362
H -0.0821 0.3745 -2.8843  0.317
H -1.4879 0.6169 -1.8139  0.207
H -1.0753 -1.0375 -2.5380  0.296
H 1.9766 2.3152 1.2257  0.273
H 1.3112 1.2784 0.4501  0.328
O 1.2203 2.1973 0.6527  -0.588

Least stable = run i